[1]
Density functional theory data (ωB97M-V with the def2-TZVPD basis set) for 2 unconnected molecules or ions with the total composition CH5NO3S at a distorted geometry.

Its spin multiplicity is 3. As for the total energy: -719.53395 a.u. For the LUMO energy (alpha / beta), the calculation gives 0.57 / -1.94 eV. The energy above the lowest of the compared OMol25 structures with the same formula, charge and spin is 11.3 kcal per mole. For the highest occupied orbital energy (alpha / beta), the calculation gives -5.30 / -10.54 eV. As for the gap between HOMO and LUMO (alpha / beta): 0.2159 / 0.3160 Eh.

Structure (XYZ):
```
11
Properties=species:S:1:pos:R:3:forces:R:3:lowdin_charge:R:1
C 2.05502 0.10354 1.32462 0.940 3.687 5.113 -0.256
N 2.04105 -0.15159 0.09550 -0.021 -4.959 -4.183 0.051
O -2.01758 -1.13966 -1.16077 -1.049 1.384 0.889 -0.281
O -1.87281 1.39734 -1.07739 3.286 -0.117 4.020 -0.230
O -0.60607 0.04148 0.48813 1.061 0.208 0.558 -0.425
S -1.91346 0.13201 -0.04381 -2.047 -0.955 -1.863 0.905
H 2.48273 1.09979 1.46652 -0.588 0.254 0.898 0.059
H 1.84788 -0.51502 2.19735 0.553 -0.376 -0.481 0.063
H 1.48791 -0.98312 -0.16636 -0.270 1.409 -1.284 0.076
H -1.12945 -1.44743 -1.30714 0.919 -0.230 -0.192 0.032
H -2.37520 1.46265 -1.81667 -2.783 -0.304 -3.475 0.006
```
Positions in Å, forces in eV/Å.

[2]
Density functional theory data (ωB97M-V with the def2-TZVPD basis set) for a gas-phase ion, C8H12NOS (charge +1) at a distorted geometry.

As for the total energy: -839.87725 a.u. For the LUMO energy, the calculation gives -4.00 eV. The energy above the lowest of the compared OMol25 structures with the same formula, charge and spin is 27.7 kcal per mole. Its net charge is +1. For the highest occupied orbital energy, the calculation gives -13.44 eV. As for the gap between HOMO and LUMO: 0.3471 Eh.

Structure (XYZ):
```
23
Properties=species:S:1:pos:R:3:forces:R:3:lowdin_charge:R:1
C 0.45782 2.08831 0.64225 3.187 2.281 1.149 -0.368
C -1.60150 1.22358 -0.25994 2.749 -3.397 0.355 -0.471
C -0.61579 0.24824 -0.01383 -1.455 0.049 -0.942 -0.235
C 3.90305 -0.22448 -0.64307 0.485 -0.415 0.212 0.033
C 2.75685 0.32222 -0.41726 -3.259 0.982 -0.090 -0.148
C -2.88710 0.95629 -0.92926 -0.426 3.319 3.033 -0.034
C -1.17528 -2.14234 0.40955 -0.131 -1.215 -1.995 -0.025
C 1.67088 -0.07385 0.63457 5.018 -1.394 1.552 -0.116
N 0.61051 0.81007 0.43223 -4.109 -0.812 0.451 -0.105
O -0.68618 -1.07349 -0.39973 1.013 2.769 0.014 -0.089
S -1.00041 2.73958 0.20532 -0.402 0.277 -0.044 1.216
H 1.30115 2.76589 1.05628 -1.565 -1.454 -0.762 0.167
H 4.53742 0.18281 -1.39262 0.578 -0.071 -0.409 0.071
H 4.15619 -1.06722 -0.04626 0.769 -0.602 0.199 0.072
H 2.33441 1.14285 -1.02353 0.787 -0.251 0.082 0.113
H -3.02666 0.03814 -1.39780 -0.184 -1.663 -0.226 0.078
H -3.58735 1.30266 -0.09057 -0.109 -1.118 -1.664 0.134
H -2.87138 1.73724 -1.64280 -0.858 0.669 -1.245 0.074
H -0.95608 -2.09900 1.44544 0.258 0.319 0.949 0.089
H -0.69462 -3.02027 -0.08175 -0.285 0.459 0.778 0.120
H -2.22767 -2.23295 0.18080 -0.417 -0.033 0.509 0.093
H 1.30843 -1.12909 0.57185 0.339 1.096 -0.184 0.141
H 2.27629 0.00480 1.65758 -1.982 0.205 -1.721 0.190
```
Positions in Å, forces in eV/Å.

[3]
Density functional theory data (ωB97M-V with the def2-TZVPD basis set) for 12 unconnected molecules or ions with the total composition C30H65B2BrCl22O4P at a distorted geometry.

As for the total energy: -14572.42373 a.u. For the LUMO energy, the calculation gives 1.47 eV. Its net charge is -1. For the highest occupied orbital energy, the calculation gives -3.66 eV. As for the gap between HOMO and LUMO: 0.1884 Eh.

Structure (XYZ):
```
125
Properties=species:S:1:pos:R:3:forces:R:3:lowdin_charge:R:1
C -2.20554 1.55126 0.17645 0.511 0.189 -0.228 -0.160
C -0.76580 1.93280 0.60052 -0.452 0.310 -0.760 -0.141
B 0.19696 1.20557 -0.42088 0.608 0.069 0.747 -0.464
O 0.32739 -0.16780 -0.29436 -0.296 0.138 -0.407 0.095
C 1.05299 1.93207 -1.58630 -0.300 -0.850 0.258 -0.428
C 2.41973 2.37106 -1.08423 -0.055 -0.290 0.536 -0.562
Br 3.65145 2.74267 -2.58809 -0.161 0.093 -0.041 0.770
C 3.06155 1.28356 -0.20956 0.856 0.324 0.068 -0.272
C 2.84301 1.53436 1.29845 -0.581 -0.740 -0.490 -0.088
O 1.31547 0.89081 -2.49156 -0.082 0.556 -0.256 -0.353
P 0.18378 0.72913 -3.81280 -0.454 -0.687 -0.687 0.412
O -0.46899 2.28888 -3.39372 -0.058 0.115 0.095 -0.359
C 0.11150 2.97715 -2.28640 0.045 -0.003 -1.925 -0.208
B 0.64762 4.37317 -2.88078 0.423 -0.336 0.086 -0.490
C 1.65976 5.39274 -2.20668 -0.134 0.002 -0.143 -0.042
O 0.10447 4.79364 -4.09953 -0.027 0.353 0.477 0.064
H -2.94112 2.25211 0.56221 -0.170 -0.170 0.195 0.021
H -2.26622 1.59967 -0.91382 -0.110 0.033 -0.066 0.049
H -2.44888 0.52545 0.44306 -0.135 -0.005 0.222 0.029
H -0.68732 3.01358 0.47179 0.143 0.113 0.202 0.053
H -0.57101 1.70099 1.64763 0.035 -0.149 0.039 0.102
H -0.55548 -0.55846 -0.32198 0.116 -0.203 0.389 0.056
H 2.38173 3.27360 -0.47862 0.002 0.258 -0.223 0.088
H 4.13319 1.31509 -0.39386 0.094 -0.061 0.015 0.071
H 2.74405 0.29476 -0.52507 -0.265 0.016 -0.092 0.106
H 2.06397 2.28457 1.43889 0.140 0.183 0.265 0.072
H 3.76425 1.79120 1.80901 -0.060 0.364 0.005 0.005
H 2.46448 0.62005 1.76031 -0.008 0.000 0.161 0.065
H -0.74207 0.56336 -4.93385 -0.078 0.201 0.200 -0.057
H 1.11189 1.32595 -4.75419 0.183 0.157 0.282 -0.023
H 0.72199 -0.58320 -4.04124 -0.158 0.433 0.075 -0.113
H -0.87235 0.15647 -2.94479 0.208 -0.081 0.346 -0.017
H -0.79072 3.26332 -1.71722 0.356 0.039 0.789 0.109
H 2.17340 5.93424 -3.00132 0.032 0.092 -0.015 0.035
H 2.42478 4.96033 -1.57559 -0.049 0.040 0.234 0.001
H 1.10267 6.14766 -1.63836 -0.042 0.046 0.052 0.057
H -0.71521 5.27713 -3.93178 -0.002 -0.235 -0.373 0.039
Cl -3.43124 5.05167 -1.71835 0.013 -0.005 -0.013 0.577
C -2.71008 6.36061 -0.74882 -0.056 0.023 -0.031 -0.655
C -1.73815 5.83381 0.27129 0.169 0.051 0.039 -0.644
Cl -2.55299 4.92046 1.56672 -0.061 0.054 0.074 0.577
H -3.51573 6.92001 -0.27960 -0.032 -0.055 0.017 0.066
H -2.18629 7.01690 -1.43813 0.070 0.038 -0.041 0.019
H -1.21858 6.66330 0.74851 -0.026 0.025 -0.010 0.076
H -0.99963 5.17892 -0.18730 -0.042 -0.070 0.003 0.047
Cl -1.22125 -2.41428 1.45635 -0.139 -0.080 0.046 0.579
C 0.53544 -2.66708 1.62420 0.156 0.075 -0.022 -0.633
C 0.87406 -3.48049 2.84532 0.084 -0.121 -0.097 -0.662
Cl 0.54450 -2.59925 4.36589 -0.026 -0.053 0.050 0.524
H 1.00440 -1.68661 1.63664 -0.068 0.031 -0.025 0.057
H 0.86974 -3.19216 0.73083 0.002 -0.011 -0.003 0.074
H 1.93698 -3.71684 2.84133 0.016 0.072 -0.007 0.076
H 0.30884 -4.40860 2.87801 -0.037 0.049 0.027 0.007
Cl 3.86412 -0.39844 -5.91386 -0.006 0.002 0.042 0.560
C 3.82408 -2.12255 -6.34762 0.073 0.017 -0.078 -0.685
C 2.41905 -2.66544 -6.39515 -0.116 -0.178 -0.090 -0.646
Cl 1.67555 -2.72340 -4.78040 0.171 -0.268 -0.256 0.584
H 4.42725 -2.66382 -5.62200 -0.024 0.009 0.036 0.060
H 4.28496 -2.22219 -7.33000 -0.029 -0.017 -0.009 0.064
H 2.43717 -3.68417 -6.78514 0.048 0.041 0.014 0.035
H 1.77932 -2.05985 -7.03313 0.017 0.089 0.059 0.072
Cl 4.16809 -9.30590 -6.74401 0.013 -0.013 -0.020 0.524
C 4.73742 -7.94290 -5.74162 0.060 0.040 0.116 -0.660
C 3.92276 -6.69502 -5.95769 0.019 0.001 0.043 -0.680
Cl 4.18128 -6.00467 -7.58488 -0.010 0.007 -0.015 0.544
H 5.78699 -7.77832 -5.97112 -0.008 -0.016 -0.064 0.065
H 4.64993 -8.25473 -4.70230 -0.061 0.004 -0.003 0.072
H 4.21841 -5.93624 -5.23481 0.000 0.014 -0.004 0.074
H 2.86308 -6.89296 -5.83050 0.185 0.086 -0.184 -0.029
Cl -0.88561 7.79278 -3.75549 -0.226 0.281 0.145 0.621
C 0.01630 8.46892 -5.13422 0.030 -0.053 -0.179 -0.628
C 1.46581 8.06250 -5.10313 0.059 -0.102 -0.096 -0.645
Cl 2.34370 8.84384 -3.76071 0.009 0.030 0.000 0.543
H -0.10004 9.54951 -5.11661 -0.001 0.001 0.105 0.064
H -0.45397 8.08120 -6.03620 0.029 -0.070 0.012 0.078
H 1.95148 8.37719 -6.02530 -0.015 0.032 0.001 0.072
H 1.56747 6.98371 -4.99765 -0.040 0.002 0.096 0.059
Cl -5.58420 0.83734 1.48771 -0.008 0.023 0.054 0.571
C -6.53970 0.20922 0.11886 -0.174 -0.008 -0.020 -0.650
C -5.79772 -0.85281 -0.65071 0.043 -0.055 -0.113 -0.661
Cl -4.40300 -0.19727 -1.53687 -0.123 -0.103 -0.044 0.616
H -6.80212 1.05113 -0.51659 0.090 0.035 0.003 0.069
H -7.45463 -0.20896 0.53635 0.022 -0.032 0.018 0.068
H -6.46712 -1.29487 -1.38788 -0.038 0.025 0.015 0.069
H -5.43817 -1.63970 0.00849 0.026 0.033 0.033 0.066
Cl 0.63542 -7.78198 4.38480 0.023 0.019 -0.018 0.530
C -0.06397 -6.56628 5.49413 0.048 0.011 0.069 -0.678
C -1.54925 -6.41664 5.30052 -0.059 0.013 0.084 -0.654
Cl -1.94504 -5.66709 3.73333 -0.100 -0.030 -0.046 0.565
H 0.45512 -5.62486 5.32788 -0.024 0.009 -0.047 0.050
H 0.14533 -6.89937 6.50845 -0.088 -0.022 -0.144 -0.008
H -1.95108 -5.76582 6.07418 0.059 0.040 -0.001 0.026
H -2.05933 -7.37543 5.35297 0.041 -0.029 -0.073 0.068
Cl 5.22025 0.84678 3.92047 0.083 -0.045 0.063 0.576
C 5.71806 2.03208 5.15100 0.048 -0.054 0.073 -0.666
C 4.75968 3.19237 5.23620 -0.017 0.050 0.076 -0.667
Cl 4.81637 4.21578 3.78020 -0.013 -0.004 -0.010 0.550
H 6.72363 2.36608 4.90823 -0.017 0.021 -0.064 0.065
H 5.74615 1.50941 6.10607 -0.049 0.010 0.009 0.068
H 5.02663 3.82442 6.08196 0.034 -0.003 -0.007 0.068
H 3.73609 2.84957 5.36437 -0.007 -0.019 -0.067 0.069
Cl 2.23380 -4.86897 -2.31214 0.109 -0.153 0.231 0.523
C 0.52321 -5.32207 -2.47954 -0.089 0.226 0.016 -0.664
C 0.35282 -6.78099 -2.78767 -0.109 -0.148 0.131 -0.644
Cl 0.96297 -7.21213 -4.40772 -0.210 -0.109 0.083 0.595
H 0.09140 -4.68588 -3.24950 0.053 -0.023 -0.047 0.050
H 0.03158 -5.10300 -1.53245 0.030 0.013 0.018 0.071
H -0.70414 -7.04098 -2.76272 -0.007 0.031 -0.072 0.073
H 0.87955 -7.40170 -2.06730 0.053 0.008 -0.028 0.066
Cl 0.86057 -6.43245 8.91251 0.035 0.027 0.141 0.586
C 0.26666 -5.20116 10.05801 0.082 0.033 0.130 -0.651
C -1.20532 -4.92722 9.89812 -0.060 0.006 0.041 -0.655
Cl -1.56689 -4.09854 8.36294 -0.002 -0.012 -0.020 0.575
H 0.85380 -4.29896 9.90861 0.001 -0.007 -0.076 0.070
H 0.46206 -5.58278 11.05870 -0.036 -0.029 -0.003 0.072
H -1.53998 -4.27079 10.69949 0.028 0.022 -0.002 0.072
H -1.78697 -5.84484 9.93238 0.013 -0.014 -0.056 0.069
Cl -9.05175 5.17611 5.08656 -0.027 0.001 0.003 0.524
C -8.51642 3.52489 4.67083 0.034 -0.085 0.047 -0.667
C -7.78335 3.47052 3.35661 0.097 -0.050 -0.004 -0.670
Cl -8.86043 3.79339 1.97256 -0.007 0.004 -0.007 0.529
H -9.39441 2.88445 4.66048 -0.039 0.047 -0.029 0.065
H -7.85322 3.19623 5.46899 0.032 0.031 -0.010 0.071
H -7.36767 2.47560 3.20963 -0.015 -0.025 -0.015 0.033
H -6.97054 4.19113 3.32253 -0.038 0.050 -0.026 0.072
```
Positions in Å, forces in eV/Å.